Entry 1:
The following is a DFT calculation (ωB97M-V with the def2-TZVPD basis set) of C6H6N2 as an isolated structure.

Calculated values
- Calculated total energy: -9293.23425 eV
- Strongest force on any atom: 12.6 eV Å⁻¹
- Lowest unoccupied orbital energy: 0.07 eV

```
! wB97M-V def2-TZVPD RIJCOSX def2/J DEFGRID3
* xyz 0 1
C 1.3148 0.6410 1.6356
C 0.8390 0.6484 0.3329
C 0.6047 -0.7674 -0.3486
C -0.7296 0.4453 0.4432
C -1.0876 0.6309 -1.1199
C -0.1319 -0.2962 -1.5423
H 1.0042 1.6504 0.0155
H 1.3318 -1.6392 -0.2337
H -1.2033 -1.3361 0.2295
H -1.4776 0.8434 1.3034
H -2.2272 0.7208 -1.5206
H 0.0027 -0.8679 -2.3568
N 2.1550 0.2765 2.4873
N -0.3950 -0.9498 0.6743
*
```

Entry 2:
The following is a DFT calculation (ωB97M-V with the def2-TZVPD basis set) of one molecule with the formula C6H6N2.

Calculated values
- Structure (SMILES): C#C/C(C=C)=N/N=C
- Calculated total energy: -9294.57000 eV
- Strongest force on any atom: 2.1 eV Å⁻¹
- Lowest unoccupied orbital energy: 0.16 eV

```
! wB97M-V def2-TZVPD RIJCOSX def2/J DEFGRID3
* xyz 0 1
C -1.4472 1.7860 -0.1291
C -0.3334 1.0634 0.0007
C -0.2518 -0.4321 -0.1311
C 2.9963 -0.4536 0.2707
C -1.4807 -1.2580 -0.1235
C -2.5641 -1.7726 -0.0231
H -1.5615 2.8869 -0.1098
H -2.4208 1.3399 -0.2818
H 0.6222 1.5830 0.1033
H 3.9862 0.0848 0.1257
H 3.0364 -1.2002 1.0621
H -3.4678 -2.2285 0.2958
N 0.8357 -1.0171 -0.4374
N 2.0506 -0.3820 -0.6226
*
```

Entry 3:
The following is a DFT calculation (ωB97M-V with the def2-TZVPD basis set) of one molecule with the formula C6H6N2.

Calculated values
- Structure (SMILES): [H]/N=C1/N=CC(=C)C1=C
- Calculated total energy: -9295.59387 eV
- Strongest force on any atom: 8.1 eV Å⁻¹
- Lowest unoccupied orbital energy: -0.44 eV

```
! wB97M-V def2-TZVPD RIJCOSX def2/J DEFGRID3
* xyz 0 1
C 2.3427 0.2873 -0.1515
C 1.1594 -0.1864 -0.0072
C 0.7163 -1.4184 0.1498
C -1.2464 -0.2412 -0.0997
C -0.0458 0.6262 -0.0402
C -0.0952 1.9756 0.1170
H 2.5454 1.2504 -0.2161
H 3.4577 -0.1700 -0.0996
H 1.3678 -2.2796 0.3430
H -2.5181 0.9542 -0.2257
H 0.7292 2.4539 0.6110
H -0.9469 2.6558 -0.0880
N -0.5880 -1.5919 -0.0120
N -2.5007 0.0028 -0.0071
*
```

Entry 4:
The following is a DFT calculation (ωB97M-V with the def2-TZVPD basis set) of C6H6N2 as an isolated structure.

Calculated values
- Calculated total energy: -9290.68571 eV
- Strongest force on any atom: 12.5 eV Å⁻¹
- Lowest unoccupied orbital energy: -0.64 eV

```
! wB97M-V def2-TZVPD RIJCOSX def2/J DEFGRID3
* xyz 0 1
C -1.2267 -1.3264 -1.1924
C -0.5309 -0.5131 -0.0258
C -0.5895 1.1353 0.1297
C 1.0369 1.1608 0.5315
C 0.8758 -0.1055 -0.4759
C -0.5340 -1.1560 1.2966
H -0.3089 1.4699 -1.1234
H -1.5662 1.9357 0.5789
H 1.0474 0.6215 1.7461
H 1.4483 2.0285 0.2908
H 1.7588 -1.1037 -0.6531
H 0.6392 0.2776 -1.6597
N -1.6423 -2.4906 -1.6696
N -0.4077 -1.9340 2.2264
*
```